The following is a quantum chemistry calculation of C2H2Br2ClF as an isolated structure in a non-equilibrium geometry, from the Open Molecules 2025 dataset.

Last column: Löwdin charge in e.
Cartesian coordinates (Å):
1 Br -0.1158 0.0176 2.7353  0.754
2 Br -1.5897 -0.3963 -1.5906  0.571
3 Cl -2.0158 -1.6365 1.3403  0.664
4 F -2.3220 1.1021 1.3992  -0.226
5 C -0.5549 0.3024 0.0029  -0.618
6 C -1.2556 -0.1155 1.2111  -1.316
7 H -0.4325 1.4644 -0.3262  0.144
8 H 0.3640 -0.2042 -0.0679  0.026

Its charge is 0. As for the energy relative to the best compared isomer or geometry (same formula, charge and spin): 0.0 kJ/mol. The HOMO energy comes out at -0.387 Ha. The value obtained for the LUMO energy is 0.12 eV.